{"formula": "C6H14N2O2", "method": "ωB97M-V with the def2-TZVPD basis set", "symbols": ["C", "N", "C", "C", "O", "H", "H", "H", "H", "H", "H", "H", "C", "N", "C", "C", "O", "H", "H", "H", "H", "H", "H", "H"], "xyz": [[-2.05708, 0.95045, -0.35296], [-0.65409, 1.17220, -0.55309], [-0.23345, 2.44270, -0.83433], [1.25237, 2.57493, -0.95753], [-1.02556, 3.33959, -1.04219], [-2.60755, 1.38752, -1.17483], [-2.27435, -0.10748, -0.28023], [-2.45328, 1.49906, 0.51016], [0.00499, 0.55924, -0.09733], [1.56266, 2.74845, -1.98359], [1.65054, 3.41696, -0.40476], [1.79380, 1.67808, -0.67141], [1.02935, -1.83834, -1.14344], [0.19279, -1.84631, 0.04787], [0.61938, -1.42940, 1.27173], [-0.18752, -1.93881, 2.43553], [1.61735, -0.74048, 1.39256], [0.42772, -2.11151, -2.00272], [1.48535, -0.86232, -1.28337], [1.81767, -2.58861, -1.03586], [-0.76388, -2.13865, -0.07234], [-1.19891, -2.25478, 2.15820], [0.33886, -2.76343, 2.90908], [-0.33713, -1.14908, 3.16483]], "forces_ev_per_a": [[-0.5, 0.5, 0.2], [0.3, 0.1, 0.2], [-0.1, -0.4, -0.2], [0.8, 0.0, -0.2], [0.1, 0.2, 0.0], [-0.1, -0.1, -0.4], [0.0, -0.2, 0.1], [0.2, -0.3, 0.2], [-0.1, 0.0, -0.1], [-0.4, 0.1, -0.3], [-0.2, 0.1, 0.3], [-0.1, -0.1, 0.3], [0.2, 0.0, 0.5], [-0.4, -0.2, -0.4], [0.1, -0.1, -0.2], [-0.7, 0.4, 0.1], [0.0, -0.1, 0.1], [-0.1, 0.1, -0.1], [0.0, 0.0, -0.2], [0.0, 0.2, 0.0], [0.2, -0.3, 0.3], [0.3, -0.2, -0.2], [0.0, -0.1, 0.0], [0.3, 0.1, 0.2]], "orbital_gap_ev": 10.064, "total_charge": 0, "smiles": "CNC(C)=O.CNC(C)=O", "spin_multiplicity": 1, "total_energy_ev": -13525.0303}

***

{"formula": "C13H52N6O13", "method": "ωB97M-V with the def2-TZVPD basis set", "symbols": ["C", "O", "H", "H", "H", "H", "C", "O", "H", "H", "H", "H", "C", "O", "H", "H", "H", "H", "C", "O", "H", "H", "H", "H", "C", "O", "H", "H", "H", "H", "C", "O", "H", "H", "H", "H", "C", "O", "H", "H", "H", "H", "C", "O", "H", "H", "H", "H", "C", "O", "H", "H", "H", "H", "C", "O", "H", "H", "H", "H", "C", "O", "N", "N", "H", "H", "H", "H", "C", "O", "N", "N", "H", "H", "H", "H", "C", "O", "N", "N", "H", "H", "H", "H"], "xyz": [[3.42781, 2.82263, -1.14030], [3.64430, 1.48173, -0.70586], [2.98769, 3.40859, -0.33737], [4.36880, 3.30883, -1.41865], [2.82751, 2.81183, -2.04517], [4.34642, 1.42222, -0.05424], [-2.28250, 0.20879, 4.02558], [-1.92839, -0.86761, 4.88184], [-1.68215, 1.11124, 4.19488], [-2.16368, -0.07883, 2.97783], [-3.30676, 0.46832, 4.28265], [-0.97594, -1.00798, 4.83931], [-3.70932, 2.56566, 1.29450], [-4.07088, 1.32934, 0.71156], [-3.63807, 2.46471, 2.38116], [-2.71531, 2.91692, 1.00463], [-4.44797, 3.34096, 1.07203], [-3.76433, 1.37673, -0.20554], [1.38123, 0.38788, 3.57673], [0.92372, -0.94688, 3.92281], [2.44867, 0.31213, 3.37168], [0.85556, 0.69332, 2.67542], [1.08601, 1.05271, 4.38657], [1.37265, -1.18743, 4.73875], [0.13311, -0.30350, -4.44645], [-0.45559, 0.97739, -4.42401], [-0.44920, -1.10012, -3.96893], [0.42801, -0.65656, -5.44157], [1.08797, -0.27975, -3.91540], [-1.10077, 1.00835, -5.13630], [-0.39828, 4.10289, -2.09221], [-0.61227, 4.18515, -0.70303], [-0.63717, 5.09000, -2.50680], [0.65253, 3.99954, -2.39882], [-1.01604, 3.34269, -2.56993], [-0.66594, 3.28114, -0.36306], [1.56882, -3.07751, 1.70335], [1.24468, -3.85064, 0.50533], [1.03194, -3.62509, 2.47324], [2.64791, -3.15804, 1.84989], [1.32263, -2.02659, 1.60200], [0.94961, -3.24246, -0.17845], [4.46307, -1.88755, -1.58851], [3.43677, -1.09077, -2.15032], [4.55762, -2.76789, -2.22304], [5.44020, -1.38897, -1.54685], [4.29166, -2.22391, -0.55738], [3.48403, -0.24972, -1.67292], [-2.30375, -3.81719, 1.91771], [-1.49043, -4.88395, 1.40100], [-2.86592, -3.35757, 1.09972], [-2.98689, -4.28405, 2.62590], [-1.74150, -3.04293, 2.44377], [-0.63142, -4.47922, 1.21784], [-3.59505, 0.30585, -2.46171], [-3.29753, 1.60516, -2.01004], [-2.69161, -0.07836, -2.95886], [-3.81736, -0.38587, -1.65165], [-4.39573, 0.15707, -3.19687], [-2.95629, 2.13068, -2.73687], [-0.72246, -3.75029, -2.22185], [-0.70533, -2.74120, -1.52793], [0.21603, -4.73686, -2.11581], [-1.62846, -3.95488, -3.22080], [0.90583, -4.65343, -1.38695], [0.10057, -5.61134, -2.59164], [-1.54148, -4.72475, -3.85674], [-2.21949, -3.18152, -3.46282], [-0.36854, 0.46109, -0.13594], [-0.41146, 1.53522, 0.47599], [0.63340, 0.17562, -1.01772], [-1.35541, -0.45698, -0.10045], [0.60340, -0.75010, -1.40947], [1.41520, 0.79663, -1.10417], [-2.05209, -0.30066, 0.61094], [-1.30516, -1.31651, -0.62653], [1.94625, 4.03930, 2.80189], [2.14746, 5.01272, 3.50026], [2.93880, 3.30906, 2.15829], [0.71507, 3.57360, 2.43108], [3.91311, 3.40646, 2.35836], [2.54063, 2.58432, 1.58915], [0.65373, 2.75011, 1.86486], [-0.03651, 4.21083, 2.61742]], "forces_ev_per_a": [[0.8, 0.5, 0.1], [-0.3, -0.5, -0.2], [-0.3, 0.1, -0.2], [0.0, -0.1, 0.0], [-0.3, -0.2, 0.2], [0.0, 0.3, 0.0], [0.3, -0.1, 0.3], [0.0, 0.1, 0.2], [0.1, -0.1, 0.1], [-0.3, 0.1, -0.1], [-0.1, -0.1, -0.4], [0.0, 0.1, -0.3], [0.2, 0.4, 0.5], [0.4, -0.1, 0.0], [-0.3, -0.2, 0.0], [-0.1, -0.1, -0.4], [0.0, 0.0, 0.0], [-0.1, 0.1, 0.1], [-0.5, -1.0, 0.2], [-0.1, 0.3, -0.1], [0.1, 0.6, 0.2], [-0.1, -0.1, 0.0], [0.5, 0.4, -0.1], [0.1, -0.1, 0.0], [1.1, -0.8, 0.1], [-0.2, -0.1, -0.1], [-0.3, 0.2, 0.0], [-0.4, 0.2, -0.2], [-0.2, 0.3, 0.2], [0.0, 0.1, 0.0], [0.1, 1.1, -0.3], [0.1, -0.2, -0.1], [-0.4, -0.2, 0.0], [0.0, -0.6, 0.3], [0.1, -0.1, -0.1], [0.1, -0.1, 0.2], [0.3, -1.2, -1.0], [0.1, 0.5, 0.2], [0.1, 0.6, 0.5], [-0.1, 0.0, 0.2], [-0.4, 0.0, 0.1], [-0.2, 0.4, 0.0], [0.4, -0.4, 0.0], [0.2, 0.1, 0.5], [0.1, 0.0, 0.1], [-0.1, 0.1, -0.3], [-0.5, 0.0, -0.1], [-0.2, 0.2, -0.2], [-0.1, -0.7, -0.2], [0.2, 0.8, 0.3], [-0.1, 0.1, 0.1], [-0.2, 0.2, 0.0], [0.1, -0.1, 0.0], [0.1, -0.4, -0.3], [1.0, -1.2, -1.1], [-0.7, 0.0, 0.3], [-0.1, -0.2, 0.1], [0.1, 0.4, 0.4], [-0.2, 0.8, 0.1], [0.1, 0.0, 0.0], [0.6, -1.0, -0.8], [0.2, 0.2, 0.1], [-0.2, 0.5, 0.1], [-0.1, 0.3, 0.4], [-0.1, -0.4, 0.1], [0.1, -0.1, 0.1], [0.0, 0.1, 0.0], [-0.1, -0.1, 0.0], [0.0, 0.3, -1.1], [0.2, 0.1, 0.5], [-0.7, -0.4, 0.5], [-0.1, 0.4, 0.8], [0.6, 0.1, -0.3], [0.1, -0.1, 0.0], [-0.2, -0.1, -0.2], [-0.1, -0.1, 0.1], [0.3, 0.2, -0.8], [0.0, -0.2, 0.1], [-0.9, 0.0, 0.3], [0.6, 0.6, 1.0], [0.0, 0.0, 0.1], [0.9, -0.4, -0.2], [-0.8, 0.1, -0.4], [-0.3, -0.3, -0.2]], "orbital_gap_ev": 9.671, "total_charge": 0, "spin_multiplicity": 1, "total_energy_ev": -49881.9668}

***

{"formula": "C5H8O", "method": "ωB97M-V with the def2-TZVPD basis set", "symbols": ["C", "O", "C", "C", "C", "C", "H", "H", "H", "H", "H", "H", "H", "H"], "xyz": [[-0.85221, 1.12290, -0.28640], [0.04314, 1.33317, 0.81052], [1.21098, 0.52623, 0.61994], [0.74121, -0.68743, -0.14078], [-0.54977, -1.33605, 0.31453], [-0.57729, -0.27923, -0.75700], [-1.85733, 1.34722, 0.09066], [-0.62404, 1.80409, -1.12286], [1.94803, 1.09332, -0.00054], [1.61066, 0.32426, 1.63828], [1.49082, -1.31674, -0.65251], [-0.76222, -2.32889, -0.04074], [-0.93921, -1.03473, 1.28789], [-0.88277, -0.56814, -1.76098]], "forces_ev_per_a": [[0.5, 0.3, -0.1], [0.0, -0.1, 0.0], [0.1, 0.5, 0.3], [0.1, -0.7, -0.4], [0.1, 0.8, 0.1], [-0.3, -0.5, -0.1], [0.1, -0.3, -0.2], [-0.1, 0.1, 0.2], [-0.2, -0.4, 0.5], [-0.1, 0.1, -0.7], [-0.6, 0.6, 0.2], [0.1, -0.3, 0.2], [0.1, -0.3, -0.2], [0.2, 0.1, 0.2]], "orbital_gap_ev": 10.773, "total_charge": 0, "smiles": "C1OC[C@H]2C[C@@H]12", "spin_multiplicity": 1, "total_energy_ev": -7360.9121}